Density functional theory data (ωB97M-V with the def2-TZVPD basis set) for the molecule C5H12NO in a non-equilibrium geometry.

## Properties
**DFT total energy**: -8913.19799 eV
**Molar mass**: 102.157 g/mol
**Energy above the lowest of the compared OMol25 structures with the same formula, charge and spin**: 1.989 eV
**2S+1**: 2
**HOMO-LUMO gap (spin up / spin down)**: 10.15 / 7.50 eV

XYZ file:
```
19
Properties=species:S:1:pos:R:3:forces:R:3
C 0.846825 1.107858 1.701396 -0.650 -0.408 0.623
N -0.221027 1.161040 0.622356 0.956 -1.227 1.005
C -0.753923 -0.159702 -0.016342 0.691 2.060 1.157
C 0.132527 -0.626955 -1.228578 0.018 -0.891 0.097
C 1.649747 -1.248148 -0.757127 -2.915 -2.151 0.309
O 2.434850 -1.369227 -1.854205 -0.893 0.079 1.312
C -2.240277 0.163979 -0.393014 -0.286 -2.213 3.355
H 0.700411 0.370371 2.499344 -0.565 -0.406 -0.546
H 1.883987 0.972617 1.419530 0.246 -0.232 -0.779
H 0.905586 2.003093 2.324594 -0.602 0.521 -0.539
H 0.242460 1.704010 -0.076162 -0.173 0.394 -0.874
H -0.797766 -0.822906 0.883908 0.318 -0.079 -1.129
H 0.307687 0.204688 -1.976407 -0.175 -0.843 0.996
H -0.435962 -1.444937 -1.738788 0.702 0.588 0.192
H 1.387932 -2.254893 -0.058218 0.786 2.122 -2.182
H 1.891771 -0.503546 -0.039967 1.005 0.983 0.375
H -2.367260 0.789986 -1.179676 0.088 2.038 -2.581
H -2.851402 -0.751346 -0.633708 0.727 0.669 0.393
H -2.716172 0.704025 0.501064 0.723 -1.004 -1.186
```
Forces are in eV/Å.

And the Löwdin charges, in e, turn out to be: -0.137 -0.078 -0.356 -0.092 -0.299 0.001 -0.077 0.073 0.048 0.064 0.073 0.137 0.123 0.107 0.159 0.048 0.019 0.087 0.100